{"formula": "C37H40Cl10N4OPSeV", "method": "ωB97M-V/def2-TZVPD", "species": ["Se", "V", "Cl", "Cl", "Cl", "Cl", "Cl", "Cl", "Cl", "Cl", "Cl", "Cl", "P", "O", "N", "N", "N", "N", "C", "C", "C", "C", "C", "C", "C", "C", "C", "C", "C", "C", "C", "C", "C", "C", "C", "C", "C", "C", "C", "C", "C", "C", "C", "C", "C", "C", "C", "C", "C", "C", "C", "C", "C", "C", "C", "H", "H", "H", "H", "H", "H", "H", "H", "H", "H", "H", "H", "H", "H", "H", "H", "H", "H", "H", "H", "H", "H", "H", "H", "H", "H", "H", "H", "H", "H", "H", "H", "H", "H", "H", "H", "H", "H", "H", "H"], "coordinates": [[4.245316, -1.305815, 3.476332], [0.773798, 0.846691, 1.131942], [4.564931, -2.173892, -2.198042], [3.440281, 3.711043, -3.834400], [3.494537, 1.888295, 0.564433], [2.188831, -0.612358, -0.934290], [0.612255, 5.731884, 4.426910], [5.879461, 2.199399, -5.074737], [3.691478, 5.970489, 4.069906], [-0.945305, 3.555792, 2.973603], [5.123203, 4.092333, 1.994153], [6.432129, -0.755310, -4.273868], [-1.008232, -0.414005, 2.256063], [1.880756, 2.041103, -1.901868], [-0.852206, -0.931104, -0.835459], [0.500587, 4.297903, -2.118019], [-0.497311, 1.942557, -0.254863], [1.987024, -0.036121, 2.159853], [0.464012, -2.704201, 2.578724], [-0.017420, -3.745994, -0.945584], [-2.772903, -2.378467, -0.906681], [0.710206, -2.516955, -4.425512], [-1.837475, -1.567698, -0.198667], [3.448981, 3.883827, 2.339976], [-3.771966, -3.070749, -0.283816], [-0.872461, 3.994810, -1.703100], [4.860782, 1.403789, -3.946454], [-0.864857, 0.703987, -3.258819], [0.228615, -1.220165, -4.362985], [5.111557, 0.084836, -3.576648], [-0.334063, -0.698661, -3.212186], [-2.236537, 0.634178, 3.242903], [-3.943215, -2.993493, 1.100379], [0.054961, -2.807962, -2.112623], [-2.059390, -1.447499, 1.202046], [2.930836, 1.448743, -2.472148], [-0.973492, -2.321325, 4.571186], [1.360415, 2.609233, 1.972384], [3.768265, 2.073787, -3.391371], [4.281680, -0.554920, -2.660034], [-3.076423, 1.356954, 2.189551], [1.446683, 4.603769, 3.424820], [2.816722, 4.745342, 3.235150], [-3.092109, -2.163489, 1.801422], [-0.414973, -1.472512, -2.034462], [0.597584, -3.295299, -3.286610], [-0.190192, -1.636349, 3.453932], [-5.013913, -3.780812, 1.797814], [1.329751, -3.061801, -5.679910], [0.764919, 3.569165, 2.796311], [-0.900463, 3.341069, -0.310020], [2.717074, 2.872888, 1.737665], [-3.166966, 0.109123, 4.334943], [3.196947, 0.121981, -2.099163], [2.917595, -0.533125, 2.675314], [-3.230034, -2.091109, 2.866388], [0.921870, -2.240846, 1.701545], [-1.493504, 4.903888, -1.671929], [-3.779571, 0.662400, 1.729203], [-1.570325, 1.348553, 3.740543], [0.499491, 4.798185, -3.001173], [-1.915439, 3.434119, 0.091618], [0.153522, -3.214729, -0.014202], [-6.008688, -3.436346, 1.508260], [-3.880053, -0.619600, 3.962254], [-1.218703, -1.628390, 5.372293], [-2.617432, -0.311990, 5.168624], [0.943049, 4.888800, -1.419514], [0.279064, -0.596074, -5.249325], [-0.230040, 3.915170, 0.338570], [-4.436319, -3.692410, -0.870194], [1.246864, -3.226806, 3.127905], [-0.153507, 1.378150, -2.793737], [-2.665456, -2.442670, -1.982135], [-1.302777, 3.313865, -2.443968], [-1.240555, 1.316730, -0.570153], [1.685014, 2.971598, -2.209320], [-4.938636, -4.838273, 1.544174], [-4.923722, -3.681508, 2.877843], [0.751773, -2.767499, -6.555871], [-0.276705, -3.432696, 2.249720], [-3.733313, 0.958978, 4.718543], [1.374582, -4.149046, -5.637481], [0.940538, -4.322166, -3.319697], [-1.877779, -2.802606, 4.208239], [0.723360, -4.539524, -1.046229], [-3.635630, 2.178471, 2.636936], [-0.337780, -3.093998, 5.006188], [2.346315, -2.682399, -5.799156], [-0.994818, 1.021318, -4.292547], [0.275929, 1.793409, -0.898261], [0.596328, -1.033887, 3.927088], [-2.429316, 1.755440, 1.413303], [-1.820048, 0.774254, -2.741525], [-1.007855, -4.203647, -0.888197]], "forces_ev_per_angstrom": [[1.0, -0.6, 0.6], [-2.9, 0.8, -2.5], [0.1, -0.2, 0.0], [-0.1, 0.0, 0.1], [0.7, -0.1, -0.2], [0.2, -0.3, -0.2], [0.0, 0.1, 0.1], [0.0, 0.1, -0.1], [0.1, 0.0, -0.1], [-0.6, 0.1, 0.2], [0.1, 0.0, 0.0], [0.2, -0.2, -0.1], [-0.8, -0.6, 1.3], [0.3, 0.1, -0.5], [0.8, 0.7, 0.1], [0.2, 0.1, 0.0], [-0.3, 0.0, -0.5], [3.0, -2.1, 2.1], [0.1, 0.2, -0.1], [0.0, 0.1, 0.0], [0.0, 0.1, -0.1], [0.0, 0.0, -0.1], [-0.7, -0.2, 0.3], [0.1, 0.2, 0.2], [0.0, 0.0, 0.2], [-0.3, -0.2, 0.2], [-0.3, -0.1, 0.3], [0.1, -0.2, 0.0], [0.1, -0.1, -0.1], [-0.1, 0.2, -0.1], [-0.1, 0.0, 0.2], [0.2, -0.1, -0.1], [-0.1, -0.1, 0.2], [-0.1, 0.0, 0.0], [0.1, 0.2, 0.0], [-0.1, -0.3, 0.2], [0.1, 0.2, 0.0], [0.7, 1.6, 0.9], [0.3, -0.1, -0.2], [-0.4, 0.2, 0.3], [0.2, 0.0, 0.1], [0.2, 0.1, 0.1], [-0.1, -0.2, -0.1], [-0.1, -0.2, -0.2], [0.1, -0.3, -0.5], [0.0, 0.1, -0.2], [0.0, 0.3, -0.1], [0.0, 0.1, -0.1], [0.0, 0.1, 0.1], [0.4, -0.1, -0.3], [0.0, 0.5, -0.2], [-0.5, 0.4, 0.4], [0.2, -0.1, -0.1], [0.4, 0.3, -0.3], [-1.2, 0.5, -0.4], [0.0, 0.0, 0.1], [0.0, -0.2, 0.0], [0.1, -0.2, 0.0], [0.0, 0.0, 0.0], [-0.1, -0.1, -0.2], [0.1, 0.0, 0.1], [0.2, 0.0, 0.0], [0.0, 0.0, 0.1], [-0.1, -0.1, 0.0], [-0.1, -0.1, 0.0], [-0.1, -0.1, 0.0], [-0.1, -0.1, 0.1], [0.0, 0.1, -0.1], [0.0, 0.1, -0.1], [-0.2, 0.0, 0.0], [-0.1, -0.1, -0.1], [0.1, 0.0, 0.0], [-0.1, 0.2, 0.0], [0.0, 0.0, 0.0], [0.0, 0.1, 0.1], [0.3, -0.1, 0.0], [-0.3, -0.2, 0.1], [-0.1, -0.1, 0.1], [0.0, 0.0, 0.1], [0.0, 0.0, -0.1], [-0.1, 0.0, -0.1], [-0.1, 0.1, 0.0], [0.0, 0.0, -0.1], [0.1, -0.1, 0.1], [-0.1, -0.1, 0.0], [0.0, 0.0, 0.0], [-0.1, 0.1, 0.0], [0.0, -0.1, 0.0], [0.1, 0.0, -0.1], [-0.1, 0.0, -0.1], [-0.2, 0.0, -0.3], [-0.1, -0.1, -0.2], [-0.1, 0.1, -0.1], [-0.1, 0.1, 0.1], [0.0, 0.0, 0.1]], "mulliken_charge": [-0.21, 0.30, -0.18, -0.24, -0.04, 0.22, -0.22, -0.21, -0.22, -0.22, -0.22, -0.22, 1.21, 0.58, 1.38, -0.59, 0.49, -0.39, -1.39, -1.67, -0.41, 0.83, -0.35, -0.25, -1.16, -1.11, 0.29, -1.11, -1.10, 0.27, 0.71, 0.68, 0.29, 2.27, 0.36, -0.99, -1.45, -1.75, 0.17, 0.24, -1.11, -0.22, 0.51, -0.31, -1.82, -1.07, 0.59, -1.80, -1.71, 1.16, -0.51, 1.08, -1.68, 0.19, 0.22, -0.22, -0.22, 0.46, 0.33, 0.51, 0.21, 0.45, -0.09, 0.32, 0.22, 0.35, 0.32, 0.22, 0.36, 0.15, 0.33, 0.60, 0.01, 0.56, 0.37, 0.35, -0.42, 0.36, 0.36, 0.37, 0.40, 0.52, 0.39, 0.38, 0.15, 0.51, 0.54, 0.47, 0.27, 0.61, -0.62, 0.55, -0.18, 0.34, 0.33], "multiplicity": 4, "mol_weight_g_mol": 1072.2, "orbital_gap_ev": [5.82, 5.85], "s2": 3.77, "total_charge": -1, "relative_energy_kj_mol": 151.3}

***

{"formula": "C2H4LuO", "method": "ωB97M-V/def2-TZVPD", "species": ["Lu", "O", "C", "C", "H", "H", "H", "H"], "coordinates": [[3.680248, -0.194995, -0.790237], [1.495883, -0.236886, 0.271081], [0.309904, -0.226639, 0.162193], [-0.795962, 0.177758, -0.512602], [-0.971268, -0.312138, 1.656213], [-1.691686, -0.019513, 1.162881], [-1.104828, -0.448555, -1.351253], [-0.922293, 1.260968, -0.598273]], "forces_ev_per_angstrom": [[-1.7, 0.0, 1.0], [3.1, -1.0, 0.6], [-2.2, 2.5, -6.0], [4.6, -0.9, -1.0], [-5.0, 1.4, -0.3], [2.3, -1.5, 4.3], [-0.4, -0.2, 0.5], [-0.8, -0.3, 0.9]], "mulliken_charge": [1.63, -0.37, 0.53, -0.65, 0.02, 0.12, 0.33, 0.39], "multiplicity": 2, "mol_weight_g_mol": 219.0, "orbital_gap_ev": [5.56, 4.57], "s2": 0.75, "total_charge": 2}

***

{"formula": "C2H5NS2", "method": "ωB97M-V/def2-TZVPD", "species": ["S", "S", "N", "C", "C", "H", "H", "H", "H", "H"], "coordinates": [[-2.670988, -0.331958, -0.393292], [2.297141, -0.677790, -0.384460], [-1.078022, -0.463002, 0.269507], [1.165335, 0.677999, 0.132015], [-0.221392, 0.309042, -0.403841], [1.076126, 0.807090, 1.258976], [1.333250, -1.399834, 0.417308], [-0.344615, 0.848308, -1.360362], [1.292534, 1.582210, -0.401195], [-2.849368, -1.352062, 0.865346]], "forces_ev_per_angstrom": [[-0.2, -3.6, 3.9], [-2.0, -0.5, 1.9], [3.0, 3.9, -3.0], [-1.9, -1.2, 1.0], [-0.8, -1.4, 2.1], [0.6, -0.1, -1.5], [1.9, 0.1, -1.4], [-1.0, -0.6, 0.2], [1.1, 1.1, -0.1], [-0.9, 2.2, -3.2]], "mulliken_charge": [-0.18, -0.21, -0.37, -0.60, 0.05, 0.27, 0.18, 0.31, 0.35, 0.21], "multiplicity": 1, "mol_weight_g_mol": 107.2, "orbital_gap_ev": 8.87, "smiles": "SC/C=N/S", "total_charge": 0, "relative_energy_kj_mol": 310.7}